(1)
Density functional theory data (wB97M-V/def2-TZVPD) for C36H38BrN7OTi as an isolated structure at a distorted geometry.

Element x y z (Å)
Ti (-0.30969, -0.15098, -0.73497)
C (-1.83351, 0.15786, 3.41193)
C (-1.89174, -1.17664, 3.75182)
C (-1.17530, -2.06547, 2.97375)
C (-0.41019, -1.57654, 1.88729)
N (-0.39716, -0.22559, 1.54090)
C (-1.15801, 0.59766, 2.28306)
C (0.37600, -2.34211, 0.98210)
C (0.31598, -3.76214, 0.92619)
C (1.12467, -4.37430, -0.02828)
C (1.88501, -3.63119, -0.90955)
C (1.86335, -2.20226, -0.78090)
N (0.95619, -1.57829, -0.02105)
C (2.78790, -1.35458, -1.54594)
C (3.95395, -1.84771, -2.21458)
C (4.87820, -0.95852, -2.72050)
C (4.64116, 0.40368, -2.59683)
C (3.48189, 0.83318, -1.92706)
N (2.57519, 0.00338, -1.45346)
H (-2.26439, 0.90523, 4.10578)
H (-2.44881, -1.49540, 4.61763)
H (-1.12250, -3.15611, 3.16858)
H (-1.14474, 1.66106, 2.05052)
H (-0.31957, -4.31457, 1.70488)
H (1.12556, -5.48163, -0.06580)
H (2.59479, -4.12184, -1.54748)
H (4.12720, -2.90167, -2.18360)
H (5.74429, -1.26440, -3.28928)
H (5.34453, 1.10820, -3.06923)
H (3.29553, 1.86573, -1.78407)
N (5.30741, 3.61346, 5.30902)
C (5.75963, 2.85987, 4.04241)
C (4.50747, 2.32629, 3.38529)
N (4.62827, 1.31391, 2.32973)
H (6.10928, 4.07412, 5.74825)
H (4.94343, 2.99179, 6.04995)
H (4.55862, 4.33597, 5.13124)
H (6.49278, 2.06110, 4.33778)
H (6.24078, 3.62209, 3.40617)
H (3.91878, 3.19613, 2.98020)
H (3.79725, 1.94124, 4.19532)
H (5.17080, 0.54060, 2.68915)
H (5.13746, 1.75903, 1.57292)
N (-1.99878, -0.54365, -0.85831)
C (-3.27470, -0.33407, -0.59323)
C (-3.74516, 1.00588, -0.23270)
C (-3.14800, 2.11034, -0.90853)
C (-3.57447, 3.38342, -0.62036)
C (-4.57063, 3.56748, 0.34206)
C (-5.23713, 2.48237, 0.90900)
C (-4.88103, 1.18026, 0.57492)
C (-4.19791, -1.49235, -0.64111)
C (-3.71013, -2.75385, -0.29235)
C (-4.53306, -3.86369, -0.34241)
C (-5.86206, -3.74104, -0.70564)
C (-6.37003, -2.47608, -1.01928)
C (-5.54451, -1.35395, -1.00640)
H (-2.40056, 1.88909, -1.65514)
H (-3.20034, 4.27837, -1.11451)
H (-4.85681, 4.58384, 0.66808)
H (-6.03634, 2.67081, 1.65935)
H (-5.42341, 0.33180, 0.95484)
H (-2.64031, -2.89557, -0.07980)
H (-4.13855, -4.87485, -0.23580)
H (-6.57970, -4.56979, -0.81344)
H (-7.43042, -2.44546, -1.31004)
H (-5.94953, -0.34723, -1.30387)
C (1.32124, 2.53351, 0.37075)
O (0.19824, 1.94228, -0.43802)
H (0.93201, 2.62976, 1.39394)
H (1.63648, 3.49163, -0.08431)
H (2.15686, 1.82450, 0.32874)
H (-0.49015, 2.65490, -0.55898)
Br (-1.35642, -2.68255, -5.97495)
C (-0.58859, -1.22052, -5.01650)
C (0.19262, -0.30248, -5.68009)
C (0.86093, 0.70741, -4.93281)
C (0.64772, 0.81690, -3.58828)
N (-0.06145, -0.13085, -2.91334)
C (-0.67671, -1.08615, -3.64960)
H (0.13570, -0.36496, -6.75978)
H (1.62015, 1.31590, -5.40914)
H (0.91253, 1.72658, -3.03638)
H (-1.30532, -1.83762, -3.13582)

**Expectation value of S²**: 0.75
**Highest occupied orbital energy (spin up / spin down)**: -14.43 / -15.12 eV
**Total charge**: +3
**LUMO level (spin up / spin down)**: -7.903 / -7.876 eV
**Relative energy (zero: lowest compared OMol25 entry of this formula, charge and spin)**: 0.000 eV
**Frontier orbital gap (spin up / spin down)**: 6.52 / 7.24 eV
**Spin multiplicity**: 2

Atomic partial charges in e from the Löwdin method, atoms 1 to 5: 0.9362, -0.0307, -0.0165, 0.0343, -0.1942

=====

(2)
Density functional theory data (wB97M-V/def2-TZVPD) for C36H38CuF5N7O9Te2 as an isolated structure at a distorted geometry.

Element x y z (Å)
Cu (-1.01299, -0.41275, 1.65095)
C (2.20329, -5.23980, -4.66698)
C (1.83117, -4.10112, -3.75869)
C (1.20723, -2.96819, -4.25490)
C (0.87607, -1.89588, -3.43194)
C (0.17859, -0.72190, -4.07145)
C (1.20460, -1.94878, -2.07498)
Te (0.43679, -0.39567, -0.84521)
N (1.95994, -0.42431, 0.43599)
C (1.83329, 0.16328, 1.62843)
O (0.84237, 0.54155, 2.27659)
C (3.19049, 0.41084, 2.24785)
C (3.48022, 1.68344, 2.72193)
C (4.74386, 1.97064, 3.21785)
C (5.71838, 0.98366, 3.26179)
C (5.41885, -0.29778, 2.81764)
C (4.16261, -0.58043, 2.30304)
C (1.35538, 1.22468, -1.88135)
C (0.51043, 2.31220, -2.07137)
C (0.98078, 3.48949, -2.63575)
C (2.30985, 3.56616, -3.01810)
C (3.14366, 2.47227, -2.83799)
C (2.69651, 1.28204, -2.26668)
C (3.66702, 0.13763, -2.14679)
C (1.78109, -3.10428, -1.53364)
C (2.07629, -3.31268, -0.07179)
C (2.09577, -4.14978, -2.39833)
H (1.48880, -5.34332, -5.48374)
H (2.24139, -6.18423, -4.12386)
H (3.18762, -5.07909, -5.11188)
H (0.95234, -2.91467, -5.30793)
H (-0.26855, -1.02754, -5.01672)
H (0.87417, 0.09505, -4.26906)
H (-0.62419, -0.30653, -3.45687)
H (2.70315, 2.43725, 2.71395)
H (4.96101, 2.96908, 3.57598)
H (6.70415, 1.20887, 3.64872)
H (6.16850, -1.07805, 2.86707)
H (3.92432, -1.57573, 1.95392)
H (-0.53015, 2.24590, -1.77256)
H (0.31531, 4.33293, -2.76323)
H (2.70200, 4.47554, -3.45505)
H (4.18234, 2.53646, -3.14090)
H (4.68412, 0.52495, -2.08405)
H (3.60382, -0.51139, -3.02468)
H (3.47353, -0.46177, -1.25998)
H (1.27452, -2.95604, 0.57481)
H (2.97246, -2.77152, 0.22690)
H (2.23217, -4.37628, 0.11360)
H (2.55361, -5.04010, -1.98003)
C (-6.32084, 1.63988, 1.01549)
N (-5.45392, 0.54175, 1.38117)
C (-5.03761, -0.47569, 0.55663)
C (-4.06015, -1.13727, 1.22470)
N (-3.87445, -0.52522, 2.43777)
C (-4.71505, 0.47438, 2.50162)
H (-7.13309, 1.26753, 0.39315)
H (-5.75007, 2.39085, 0.46917)
H (-6.74063, 2.07604, 1.92010)
H (-5.44994, -0.60289, -0.42690)
H (-3.46531, -1.99027, 0.94530)
H (-4.79366, 1.16025, 3.32686)
F (-1.96535, -2.45557, 5.39527)
Te (-2.29872, -1.15596, 4.04273)
F (-3.49805, -0.36109, 5.23179)
F (-2.11199, 0.71412, 3.49120)
F (-0.82594, -0.46927, 5.00721)
F (-3.69540, -2.47081, 3.83319)
O (-1.31617, -2.01195, 2.71725)
O (-3.42714, 2.12743, 0.04062)
C (-2.26447, 2.18019, 0.44108)
O (-1.39282, 1.26712, 0.50655)
C (-1.74248, 3.53081, 0.92038)
C (-2.26541, 4.70060, 0.38983)
C (-1.76472, 5.91029, 0.82937)
C (-0.79715, 6.02005, 1.80395)
C (-0.30853, 4.82814, 2.30494)
C (-0.73250, 3.58331, 1.88145)
N (0.74896, 4.91814, 3.34284)
O (0.81385, 5.95470, 3.97725)
O (1.50334, 3.97931, 3.45376)
N (-2.29034, 7.16705, 0.22723)
O (-1.82698, 8.21699, 0.62404)
O (-3.14434, 7.06351, -0.62935)
H (-3.05305, 4.65192, -0.34767)
H (-0.43739, 6.97467, 2.15179)
H (-0.30580, 2.66827, 2.27737)
C (-1.24757, -6.27270, -0.96438)
N (-1.09235, -4.98574, -0.33582)
C (-1.54493, -3.80310, -0.84045)
N (-2.39366, -3.89667, -1.91527)
O (-1.20234, -2.73199, -0.36974)
H (-0.64486, -6.99833, -0.42308)
H (-0.90585, -6.25788, -2.00319)
H (-2.28382, -6.62443, -0.93523)
H (-0.48493, -4.87577, 0.45846)
H (-2.85445, -4.75588, -2.14979)
H (-2.81993, -3.03309, -2.20115)

**Highest occupied orbital energy**: -5.09 eV
**Total charge**: -1
**LUMO level**: 1.499 eV
**Relative energy (zero: lowest compared OMol25 entry of this formula, charge and spin)**: 0.406 eV
**Frontier orbital gap**: 6.59 eV

Atomic partial charges in e from the Löwdin method, atoms 1 to 5: 0.1592, -0.0545, -0.2709, -0.0218, -0.2963